Density functional theory data (ωB97M-V/def2-TZVPD) for an isolated molecule of C10H10ClN3O3S in a non-equilibrium geometry.

XYZ file:
```
28
Properties=species:S:1:pos:R:3:nbo_charge:R:1
O -0.906 1.874 1.320 -0.909
O -0.070 -0.331 2.189 -0.925
Cl -5.350 -2.588 -1.548 0.015
N 4.051 0.683 0.238 -0.124
N -4.001 -0.409 -0.697 -0.418
O 3.692 1.826 -0.562 -0.296
C 2.964 -0.008 0.411 0.177
C 1.819 0.648 -0.215 -0.046
C 2.370 1.807 -0.776 0.354
C -2.987 0.252 -0.150 0.067
C -4.086 -1.742 -0.637 0.218
C -3.122 -2.464 0.016 -0.265
C -2.033 -1.819 0.585 -0.124
C -1.978 -0.453 0.490 -0.384
N 0.453 0.260 -0.275 -0.847
C 2.885 -1.340 1.101 -0.651
C 1.553 2.890 -1.427 -0.681
S -0.569 0.462 1.071 2.258
H -2.961 1.308 -0.137 0.226
H -3.200 -3.558 0.027 0.241
H -1.195 -2.393 1.048 0.261
H -0.028 0.546 -1.127 0.411
H 3.837 -1.860 1.126 0.236
H 2.516 -1.201 2.136 0.252
H 2.178 -1.984 0.572 0.227
H 0.520 2.910 -1.080 0.244
H 2.010 3.860 -1.183 0.248
H 1.640 2.825 -2.515 0.235
```

Summary:
HOMO energy (eV): -9.309
SMILES: Cc1noc(C)c1NS(=O)(=O)c1ccc(Cl)nc1
Kohn-Sham gap (Ha): 0.3350
Relative energy (zero: lowest compared OMol25 entry of this formula, charge and spin) (kJ/mol): 0.0
Max |F| (eV/A): 2.812

***

Density functional theory data (ωB97M-V/def2-TZVPD) for an isolated molecule of C10H10ClP in a non-equilibrium geometry.

XYZ file:
```
22
Properties=species:S:1:pos:R:3:nbo_charge:R:1
C 0.218 0.198 1.902 -0.226
C -0.815 -0.343 1.265 -0.199
C 1.261 -1.720 -0.077 -0.217
C 1.797 -0.448 -0.511 -0.231
C 0.380 1.620 1.558 -0.216
C -1.511 0.782 0.585 -0.557
C 0.134 -2.000 -0.827 -0.217
C 0.939 0.160 -1.344 -0.164
C -0.604 1.933 0.697 -0.209
C -0.237 -0.784 -1.629 -0.630
P -1.894 -0.167 -1.071 0.880
Cl -1.822 1.389 -2.442 -0.335
H 1.025 -0.287 2.400 0.209
H -1.261 -1.292 1.267 0.226
H 1.836 -2.428 0.493 0.220
H 2.738 -0.050 -0.026 0.222
H 1.063 2.393 1.950 0.224
H -2.459 0.904 1.110 0.276
H -0.476 -2.880 -1.057 0.225
H 0.748 1.073 -1.744 0.219
H -0.757 2.855 0.214 0.219
H -0.300 -0.909 -2.713 0.281
```

Summary:
HOMO energy (eV): -8.092
SMILES: ClP(C1C=CC=C1)C1C=CC=C1
Kohn-Sham gap (Ha): 0.3111
Relative energy (zero: lowest compared OMol25 entry of this formula, charge and spin) (kJ/mol): 82.7
Max |F| (eV/A): 3.483

***

Density functional theory data (ωB97M-V/def2-TZVPD) for a structure of composition C10H10F5O2PRuS3.

XYZ file:
```
32
Properties=species:S:1:pos:R:3:nbo_charge:R:1
Ru 0.492 0.491 -1.166 0.958
C -0.917 -5.130 -1.123 -0.632
C -1.618 -4.011 -0.406 -0.056
O -0.604 -2.996 -0.062 -0.833
P -0.952 -1.498 0.135 1.751
S 0.685 -0.612 0.944 -0.401
S -1.495 -0.660 -1.661 -0.427
O -2.176 -1.476 1.101 -0.834
C -2.809 -0.241 1.578 -0.060
C -4.172 -0.594 2.107 -0.632
H -1.644 -5.909 -1.359 0.238
H -0.139 -5.562 -0.496 0.231
H -0.471 -4.779 -2.053 0.223
H -2.066 -4.326 0.532 0.207
H -2.380 -3.540 -1.027 0.191
H -2.866 0.457 0.744 0.192
H -2.160 0.169 2.349 0.202
H -4.798 -1.015 1.319 0.225
H -4.653 0.310 2.486 0.238
H -4.095 -1.312 2.923 0.230
F 4.038 5.597 1.013 -0.252
C 3.650 4.595 0.251 0.316
C 2.313 4.234 0.216 0.278
F 1.423 4.893 0.942 -0.262
C 1.941 3.182 -0.580 0.317
F 0.621 2.844 -0.594 -0.313
C 2.836 2.457 -1.357 -0.342
S 2.334 1.186 -2.448 0.106
C 4.172 2.857 -1.303 0.348
F 5.080 2.220 -2.026 -0.267
C 4.579 3.906 -0.509 0.324
F 5.851 4.263 -0.468 -0.264
```

Summary:
HOMO energy (spin up / spin down) (eV): -12.209 / -12.489
Multiplicity: 6
⟨S²⟩: 8.774
Kohn-Sham gap (spin up / spin down) (Ha): 0.3463 / 0.2179
Relative energy (zero: lowest compared OMol25 entry of this formula, charge and spin) (kJ/mol): 5.9
Charge: +1
Max |F| (eV/A): 0.882

***

Question: The lowest max |F| belongs to which entry?
Answer: C10H10F5O2PRuS3